1.
# C4H8OS

C4H8OS in the gas phase (the ωB97M-V functional and the def2-TZVPD basis, OMol25).

The geometry in XYZ format:
```
14
Properties=species:S:1:pos:R:3:forces:R:3:nbo_charge:R:1
C 2.158 -0.840 0.514 -0.88 0.69 1.25 -0.732
S 1.272 0.365 -0.508 -1.24 0.10 1.48 0.153
C -0.419 0.266 0.377 -0.35 0.95 -3.78 -0.397
C -1.093 1.700 0.282 -0.06 -0.80 1.31 -0.622
C -1.316 -0.773 -0.415 2.98 3.49 -1.33 0.452
O -2.257 -1.247 0.083 -2.18 -1.80 0.85 -0.505
H 1.389 -1.439 1.006 0.32 -0.58 -0.53 0.219
H 2.758 -0.480 1.356 -0.08 0.70 -0.30 0.214
H 2.810 -1.332 -0.141 0.70 -1.29 -0.74 0.222
H -0.414 -0.033 1.370 0.68 -0.50 1.93 0.219
H -1.506 1.923 -0.697 0.43 0.06 -0.34 0.215
H -2.006 1.729 0.958 1.29 0.01 -0.51 0.224
H -0.295 2.427 0.594 -1.12 -0.43 -0.34 0.233
H -1.021 -0.772 -1.533 -0.50 -0.60 1.04 0.104
```
Forces are in eV/Å.

Computed properties:
HOMO-LUMO gap ... 9.68 eV
DFT total energy ... -630.5909 Eh
E_LUMO ... 0.029 Eh
Energy relative to the best compared isomer or geometry (same formula, charge and spin) ... 1.198 eV
E_HOMO ... -8.90 eV

=====

2.
# C2H5N3OS

C2H5N3OS in the gas phase (the ωB97M-V functional and the def2-TZVPD basis, OMol25).

The geometry in XYZ format:
```
12
Properties=species:S:1:pos:R:3:forces:R:3:nbo_charge:R:1
N 1.547 0.894 -2.026 -0.08 2.38 1.08 -0.680
N 1.490 -0.424 -1.564 -1.99 1.06 1.13 -0.216
C 0.458 -0.676 -0.806 0.68 0.47 0.24 -0.100
S -0.574 0.861 -0.393 -0.90 -1.26 0.97 0.121
C -1.183 0.716 1.319 1.60 -3.50 0.88 -0.115
N -1.366 -0.362 2.050 -0.27 0.76 -2.52 -0.133
O -1.430 -1.671 1.316 -0.14 2.00 2.48 -0.594
H 2.487 1.263 -2.314 -1.18 -1.33 0.57 0.381
H 1.032 1.694 -1.372 1.87 -2.82 -1.87 0.359
H 0.175 -1.688 -0.339 0.66 1.90 -1.00 0.259
H -0.976 1.561 1.980 -0.53 0.18 -0.49 0.230
H -1.659 -2.167 2.147 0.30 0.15 -1.47 0.488
```
Forces are in eV/Å.

Computed properties:
HOMO-LUMO gap ... 9.42 eV
DFT total energy ... -716.7420 Eh
E_LUMO ... 0.015 Eh
Energy relative to the best compared isomer or geometry (same formula, charge and spin) ... 5.406 eV
E_HOMO ... -9.00 eV

=====

3.
# C32H80AsF6N4O4

C32H80AsF6N4O4 as an isolated structure (the ωB97M-V functional and the def2-TZVPD basis, OMol25).

The geometry in XYZ format:
```
127
Properties=species:S:1:pos:R:3:forces:R:3:lowdin_charge:R:1
C 7.128 1.354 -5.784 -0.30 0.61 1.94 -0.048
C 6.783 1.131 -4.265 -1.22 -1.10 -1.96 -0.123
N 5.702 -0.008 -4.034 0.49 -1.21 0.48 -0.207
C 6.367 -1.394 -4.374 -0.71 0.91 -0.10 0.039
C 5.337 -0.081 -2.519 0.81 -1.46 -0.66 -0.155
C 6.522 -0.412 -1.647 1.65 0.84 0.97 -0.087
C 4.397 0.266 -4.881 1.62 -0.01 0.41 -0.059
C 3.163 -0.595 -4.658 0.55 -0.98 0.53 -0.196
O 3.437 -1.983 -4.810 -0.37 0.01 0.26 -0.197
C 2.426 -2.855 -4.264 0.10 -0.42 0.21 -0.072
H 7.878 2.140 -5.697 0.23 -0.03 -0.34 0.088
H 6.294 1.822 -6.307 0.11 -0.54 -0.36 0.077
H 7.605 0.478 -6.224 -0.39 0.16 -0.24 0.085
H 6.290 2.014 -3.858 0.52 0.03 0.25 0.125
H 7.735 0.827 -3.831 -0.58 0.08 0.66 0.115
H 6.510 -1.463 -5.452 -0.10 0.12 0.13 0.104
H 5.697 -2.189 -4.047 -0.01 0.25 -0.11 0.097
H 7.326 -1.489 -3.865 -0.16 0.33 -0.04 0.100
H 4.821 -1.027 -2.356 -1.19 0.48 -0.67 0.125
H 4.766 0.785 -2.185 0.13 -0.01 -0.37 0.136
H 7.451 0.122 -1.845 -0.15 0.42 -0.17 0.076
H 6.867 -1.445 -1.604 -0.65 -0.19 -0.33 0.091
H 6.291 -0.144 -0.616 -0.23 -0.05 0.01 0.098
H 4.682 0.231 -5.932 0.22 -0.08 0.15 0.128
H 4.200 1.303 -4.611 -0.40 0.01 -0.18 0.133
H 2.467 -0.291 -5.439 -0.37 0.34 0.25 0.140
H 2.787 -0.482 -3.641 -0.40 0.51 -0.09 0.119
H 1.671 -3.211 -4.965 0.40 0.14 -0.64 0.090
H 1.813 -2.464 -3.452 0.42 0.75 0.23 0.087
H 2.949 -3.715 -3.846 0.03 -0.03 -0.22 0.092
C 3.506 5.250 3.145 -0.23 1.84 -1.34 -0.013
C 2.829 6.413 2.295 -0.64 -0.44 0.07 -0.114
N 2.679 6.190 0.753 0.60 -0.85 0.19 -0.227
C 3.890 5.459 0.122 -0.64 -0.30 0.03 0.013
C 1.423 5.317 0.409 -1.01 1.22 0.70 -0.097
C 0.112 5.871 1.179 1.13 -1.07 0.26 -0.037
C 2.469 7.575 0.129 0.82 -0.38 -0.45 -0.085
C 3.721 8.258 -0.435 1.79 0.28 0.95 -0.157
O 4.846 8.250 0.511 -1.90 -0.24 -0.04 -0.224
C 6.111 8.582 -0.023 0.02 0.39 0.02 -0.092
H 4.535 5.347 2.800 0.19 -0.82 0.31 0.071
H 3.079 4.251 3.056 0.01 0.15 -0.39 0.085
H 3.501 5.500 4.206 -0.16 0.29 -0.14 0.089
H 3.332 7.378 2.358 0.73 -0.46 0.16 0.119
H 1.811 6.691 2.565 0.09 -0.48 0.36 0.095
H 4.897 5.781 0.385 -0.53 1.07 -0.01 0.104
H 3.685 5.496 -0.948 0.37 0.03 0.02 0.105
H 3.945 4.413 0.424 -0.84 -0.02 0.17 0.099
H 1.706 4.273 0.541 -0.32 0.10 0.87 0.121
H 1.260 5.366 -0.668 0.20 0.50 -0.05 0.112
H -0.849 5.472 0.856 0.38 -0.17 -0.74 0.080
H 0.015 6.956 1.206 0.27 -0.02 -0.42 0.074
H 0.126 5.556 2.222 0.29 -0.05 0.03 0.074
H 1.983 8.218 0.862 0.06 -0.22 0.00 0.136
H 1.803 7.417 -0.719 -0.09 0.19 0.09 0.133
H 3.432 9.283 -0.666 -0.06 0.20 0.10 0.136
H 4.106 7.860 -1.374 -0.32 -0.48 -0.11 0.118
H 6.848 8.540 0.779 -0.20 -0.33 0.07 0.099
H 6.150 9.616 -0.365 -0.17 0.02 -0.37 0.096
H 6.383 7.885 -0.816 0.14 0.04 -0.19 0.088
C -7.418 0.943 -3.732 -0.57 -0.14 1.75 -0.046
C -6.309 1.419 -2.682 -0.47 0.34 -1.18 -0.122
N -6.261 0.773 -1.252 -0.59 0.14 -0.40 -0.203
C -5.611 -0.632 -1.442 -1.38 1.01 -0.25 0.038
C -5.364 1.592 -0.233 -0.13 0.58 -0.08 -0.130
C -5.522 1.216 1.260 0.41 -0.48 -0.65 -0.049
C -7.736 0.636 -0.720 0.29 -0.04 1.15 -0.051
C -8.594 1.904 -0.407 1.06 0.53 -1.30 -0.172
O -7.925 2.871 0.386 1.69 -1.28 -1.59 -0.207
C -8.846 3.676 0.990 -0.87 1.72 1.35 -0.124
H -7.482 -0.140 -3.839 0.36 -0.12 0.18 0.074
H -7.332 1.313 -4.753 0.76 0.41 0.31 0.089
H -8.419 1.240 -3.417 0.01 0.13 0.10 0.063
H -6.320 2.496 -2.519 -0.50 -0.06 0.10 0.122
H -5.412 1.269 -3.284 0.64 -0.41 0.97 0.113
H -6.346 -1.238 -1.972 0.05 0.06 -0.10 0.096
H -5.413 -1.142 -0.500 0.29 0.50 -0.03 0.103
H -4.769 -0.441 -2.108 0.19 -0.34 0.53 0.104
H -5.498 2.670 -0.324 -1.05 -0.15 -0.37 0.115
H -4.344 1.525 -0.613 0.09 -0.86 0.16 0.125
H -5.187 0.189 1.405 -0.27 -0.10 0.24 0.076
H -6.504 1.407 1.693 -0.03 -0.22 -0.47 0.074
H -4.858 1.813 1.885 0.29 0.18 -0.42 0.096
H -7.632 0.073 0.207 0.15 -0.04 -0.04 0.123
H -8.294 -0.008 -1.400 0.23 0.19 -0.20 0.125
H -9.579 1.693 0.010 0.20 -0.92 0.42 0.137
H -8.874 2.377 -1.348 0.14 0.17 -0.40 0.119
H -9.103 3.127 1.896 -1.34 0.44 -0.01 0.112
H -9.587 4.071 0.296 -0.92 -0.97 0.04 0.104
H -8.509 4.663 1.306 1.26 -0.27 0.23 0.098
C -3.882 -6.046 2.897 0.41 -0.61 -0.34 -0.046
C -2.345 -6.115 2.731 0.68 0.99 1.22 -0.169
N -1.624 -7.436 2.577 -0.45 -1.93 -0.86 -0.231
C -2.243 -8.063 1.300 -0.65 -0.02 0.96 0.018
C -0.090 -7.294 2.367 -1.74 1.30 0.39 -0.145
C 0.680 -8.560 2.176 0.28 -0.19 -0.02 -0.055
C -1.960 -8.400 3.778 0.57 0.06 0.01 -0.025
C -1.252 -8.216 5.157 0.42 -0.72 -1.85 -0.244
O -1.384 -6.937 5.543 -0.01 3.08 1.83 -0.184
C -0.984 -6.722 6.908 -0.30 0.07 1.22 -0.059
H -4.289 -6.672 3.691 0.32 0.01 0.15 0.079
H -4.451 -6.314 2.007 0.14 0.24 -0.14 0.075
H -4.101 -5.018 3.187 0.01 -0.01 -0.18 0.092
H -1.931 -5.682 3.641 0.07 -0.12 0.07 0.120
H -1.965 -5.458 1.948 -0.28 -0.20 -0.33 0.133
H -2.245 -7.411 0.426 0.30 0.55 0.47 0.112
H -3.275 -8.196 1.623 0.00 -0.37 -0.50 0.093
H -1.822 -9.005 0.948 0.22 0.01 0.74 0.099
H 0.195 -6.729 3.255 0.42 -0.04 -0.09 0.135
H -0.034 -6.630 1.504 0.17 0.01 0.01 0.131
H 1.659 -8.260 1.804 0.16 0.00 0.30 0.099
H 0.315 -9.220 1.390 -0.30 -0.01 0.21 0.083
H 0.799 -9.084 3.125 0.09 -0.21 -0.25 0.083
H -1.675 -9.392 3.428 -0.38 -0.01 -0.10 0.132
H -3.032 -8.304 3.948 0.13 -0.20 -0.30 0.120
H -0.180 -8.399 5.080 0.20 -0.80 -0.06 0.122
H -1.714 -8.882 5.886 -0.07 -0.57 -0.21 0.144
H -1.738 -7.052 7.622 -0.65 -0.07 -0.33 0.093
H -0.788 -5.685 7.181 -0.21 0.16 -0.89 0.098
H -0.120 -7.258 7.301 0.54 -0.37 -1.03 0.095
As 0.543 -0.687 2.439 0.75 1.56 0.56 0.854
F 1.088 -1.018 4.113 -0.49 0.23 -1.74 -0.286
F -1.053 -1.329 2.761 0.63 -0.19 -0.17 -0.289
F 0.066 -0.444 0.723 0.09 0.22 1.16 -0.329
F 2.083 0.195 2.049 -1.24 -1.04 0.35 -0.332
F 1.201 -2.234 1.916 -0.31 0.64 0.42 -0.292
F -0.096 0.915 3.005 0.52 -1.36 -0.89 -0.325
```
Forces are in eV/Å.

Computed properties:
HOMO-LUMO gap ... 9.78 eV
DFT total energy ... -4621.2166 Eh
E_LUMO ... -0.195 Eh
Energy relative to the best compared isomer or geometry (same formula, charge and spin) ... 1.261 eV
Net charge ... +3
E_HOMO ... -15.09 eV